# 1
This record from the Open Molecules 2025 dataset describes a 3-piece molecular cluster, C12H22O11Si overall. The level of theory is ωB97M-V/def2-TZVPD.

Structure (XYZ):
```
46
Properties=species:S:1:pos:R:3:forces:R:3
C 3.97540 -2.50432 -1.32039 -1.519 -0.482 0.766
C 3.31019 -1.26810 -2.17267 2.609 -0.477 -7.235
O 3.63760 -1.18373 -3.49179 -2.370 -0.206 8.943
O 2.41360 -0.22549 -1.65452 -1.981 -3.564 -0.049
C 1.04699 -0.78189 -1.38005 -1.107 -4.970 0.718
O 0.78755 -2.09268 -1.33529 2.107 8.218 -0.472
C -0.12522 0.31881 -1.06813 3.136 0.931 0.340
Si -1.80163 0.02326 -1.95532 -0.359 -0.386 0.082
C -1.93360 -1.60513 -2.96959 -1.136 -2.114 -0.059
C -2.32310 -2.87812 -1.95672 3.055 -6.323 0.190
O -1.68178 -4.07791 -2.02252 -4.265 8.222 0.323
O -3.43199 -2.77902 -0.95019 3.308 0.847 -1.189
H 3.83022 -2.37480 -0.14262 0.488 -0.061 -2.712
H 5.08050 -2.76956 -1.61736 -2.294 1.138 0.441
H 3.32969 -3.47068 -1.59090 1.243 2.271 0.433
H -0.19627 0.41671 0.11361 0.050 -0.415 -2.520
H 0.28176 1.37085 -1.44494 -0.731 -2.145 0.892
H -2.15067 1.16106 -2.84545 0.382 -0.113 0.023
H -2.84640 0.04212 -0.89958 0.163 -0.131 -0.116
H -0.97222 -1.88978 -3.58925 -2.045 0.350 1.444
H -2.86076 -1.53219 -3.71665 1.954 -0.033 1.609
H -3.00216 -2.57410 -0.05778 -0.685 -0.458 -1.672
C -0.12147 6.73664 0.13593 -0.203 0.515 0.080
O 0.33802 5.39650 -0.02852 0.856 -0.331 -0.539
C 1.47227 5.28146 -0.76439 0.282 0.468 -0.229
O 2.09538 6.20174 -1.27022 -0.944 -1.399 0.769
O 1.79322 3.96517 -0.83992 -0.488 0.927 0.194
C 2.97473 3.69149 -1.59052 0.519 -0.177 -0.316
H -1.03286 6.70979 0.73953 0.222 -0.301 -0.115
H 0.62437 7.33834 0.66529 -0.069 -0.077 -0.254
H -0.36377 7.18342 -0.83374 0.211 -0.031 0.172
H 3.84436 4.17128 -1.13015 -0.203 0.058 -0.179
H 2.85622 4.01635 -2.62917 0.084 0.093 0.241
H 3.13568 2.60989 -1.58481 -0.289 0.179 0.153
C -2.38503 -1.57594 5.89646 -0.267 0.393 0.272
O -1.67261 -2.64306 5.27368 -0.023 -0.198 -1.118
C -1.83668 -2.71383 3.92857 -0.124 0.101 -0.163
O -2.51898 -1.96317 3.24884 0.927 -0.987 0.861
O -1.11008 -3.76442 3.47069 -0.569 0.890 0.590
C -1.18833 -3.96164 2.06028 -0.005 -0.139 -0.548
H -2.18138 -1.61484 6.97011 0.135 -0.238 -0.284
H -2.04177 -0.60855 5.51583 -0.180 -0.189 -0.051
H -3.46323 -1.69204 5.74615 0.217 0.111 -0.115
H -0.79710 -3.08976 1.52626 -0.148 -0.090 0.063
H -2.21856 -4.17324 1.75657 0.152 0.131 0.035
H -0.57012 -4.82685 1.80530 -0.096 0.193 0.304
```
Positions in Å, forces in eV/Å.

Computed properties:
LUMO energy: -0.10 eV
SMILES: CC(=O)OC(=O)C[SiH2]CC(=O)O.COC(=O)OC.COC(=O)OC
Energy above the lowest of the compared OMol25 structures with the same formula, charge and spin: 5.229 eV
Highest occupied orbital energy: -10.25 eV
Orbital gap: 10.14 eV

***

# 2
This record from the Open Molecules 2025 dataset describes C12H22O2Si2 as an isolated structure. The level of theory is ωB97M-V/def2-TZVPD.

Structure (XYZ):
```
38
Properties=species:S:1:pos:R:3:forces:R:3
C 2.61903 -1.25646 0.60128 0.544 0.247 0.338
C 3.73082 -0.30802 0.05796 0.736 0.182 -0.573
C 4.86563 -0.95656 -0.61454 0.363 2.231 -0.083
C 5.97146 -0.16913 -1.15427 -1.840 0.773 1.082
C 5.93699 1.27774 -0.99055 -1.409 -1.260 0.715
C 4.80997 1.90585 -0.31462 0.186 -1.523 -0.348
C 3.66246 1.14330 0.21066 2.122 -0.695 -0.894
C 2.48270 1.90304 0.88576 0.794 0.370 -0.455
Si 0.81183 1.73960 -0.04657 0.952 -0.811 -0.282
O 0.77046 0.42699 -1.14468 -1.572 0.434 1.342
Si -0.68189 -0.46874 -1.09817 0.342 -0.011 -0.610
H 3.11988 -1.99460 1.29218 -0.621 0.520 -0.824
H 1.87236 -0.71129 1.23442 0.578 -0.399 -0.648
H 2.07857 -1.78516 -0.23101 0.611 0.479 0.887
H 4.90206 -2.06714 -0.73916 -0.230 1.134 0.252
H 6.82105 -0.66600 -1.67978 -0.862 0.497 0.562
H 6.79074 1.88460 -1.37219 -0.933 -0.464 0.404
H 4.85144 3.01629 -0.20937 -0.247 -1.050 -0.015
H 2.74533 3.00148 0.81942 -0.283 -1.049 0.128
H 2.37591 1.69278 1.98432 0.078 -0.109 -1.038
H 0.54753 2.96679 -0.82196 -0.032 0.030 0.040
H -0.22715 1.50180 0.97840 -0.061 0.164 -0.032
H -0.47436 -1.87592 -0.71275 0.330 -0.025 0.092
H -1.67581 0.07221 -0.14603 0.245 0.142 -0.021
H -1.32996 -0.50483 -2.42610 0.216 0.170 -0.031
C -5.38749 -1.44396 1.21825 0.197 -0.159 0.259
C -5.66249 0.02773 0.98074 -0.308 0.176 -0.041
C -4.67343 0.35766 -0.12260 0.234 0.038 -0.105
O -4.49775 -0.83915 -0.89514 -0.099 0.052 0.347
C -5.08764 -1.93706 -0.18493 -0.093 -0.077 -0.305
H -6.21525 -1.97563 1.68830 0.031 0.006 -0.043
H -4.50313 -1.55907 1.85205 -0.048 -0.026 -0.014
H -6.68581 0.16044 0.61746 0.039 0.026 0.032
H -5.53309 0.64798 1.86810 0.022 -0.012 -0.050
H -3.69874 0.63759 0.28915 -0.061 0.101 0.042
H -5.02201 1.16427 -0.77038 0.056 -0.085 -0.073
H -6.00613 -2.22141 -0.70963 -0.004 -0.082 0.055
H -4.40410 -2.78804 -0.19400 0.026 0.064 -0.090
```
Positions in Å, forces in eV/Å.

Computed properties:
LUMO energy: 0.84 eV
Highest occupied orbital energy: -8.62 eV
Orbital gap: 9.46 eV

***

# 3
This record from the Open Molecules 2025 dataset describes C12H23AsCuF9NO5 as an isolated structure. The level of theory is ωB97M-V/def2-TZVPD.

Structure (XYZ):
```
52
Properties=species:S:1:pos:R:3:forces:R:3
Cu -0.01300 -0.43393 0.23248 -0.853 -0.177 0.630
C 2.57570 1.13074 0.77480 -3.034 0.877 -0.361
O 1.29064 1.81130 0.58917 1.378 0.202 0.166
O 2.18350 -0.22297 0.63182 1.365 1.688 -0.580
C 3.78067 1.84607 -0.06357 1.508 -1.266 -2.051
F 4.18069 2.99638 0.47674 -1.394 -0.206 0.173
F 4.89741 1.10280 -0.11569 -0.849 -0.527 0.695
F 3.46809 2.03724 -1.38363 -0.702 0.139 1.799
C 1.06844 3.21972 0.99984 -1.147 -0.440 -0.797
C -0.47262 3.45500 0.78675 0.991 0.112 0.048
H -0.73777 3.66252 -0.24994 0.297 -0.099 -0.033
H -1.04775 2.58124 1.09310 0.246 0.004 0.172
H -0.81448 4.31400 1.36411 0.162 -0.025 0.111
H 1.68468 3.86541 0.37420 -0.166 0.007 -0.134
H 1.35393 3.42604 2.03136 0.023 -0.534 0.168
H 2.80437 1.24955 1.83390 0.686 -0.270 0.398
As 0.50162 -2.47904 -3.01876 1.358 -1.012 -2.898
F 0.40915 -1.51037 -1.49113 0.016 -0.229 0.074
F -0.69179 -1.31340 -3.73671 1.111 -1.299 1.019
F 0.70277 -3.36149 -4.56393 -0.720 1.210 1.894
F 1.67689 -3.64712 -2.30827 -1.200 1.483 -0.070
F -0.79992 -3.51230 -2.42081 0.755 1.032 -0.304
F 1.82582 -1.37525 -3.44204 -1.185 -0.863 0.454
C 0.68600 -5.10770 0.27994 0.199 0.573 -0.982
C 0.32600 -3.76139 0.67702 0.067 -0.171 0.386
N 0.02831 -2.69308 0.96622 0.186 0.862 -0.056
H 1.74903 -5.29541 0.43100 -0.198 -0.224 0.802
H 0.68741 -5.03033 -0.80731 -0.509 -0.328 -0.284
H -0.04005 -5.83846 0.63622 0.408 -0.024 0.059
C 0.13955 -0.02429 3.51290 -0.002 -0.598 0.121
O -0.68004 0.12037 2.36643 1.609 1.217 -0.305
C -2.02471 0.07387 2.70712 -0.644 -0.918 -2.313
C -2.73230 0.20256 1.34144 -0.600 -1.004 -0.194
O -2.09165 -0.67472 0.31966 1.623 0.469 2.207
C -2.52461 -0.62430 -1.00574 -1.214 1.059 -1.435
C -2.12290 0.67008 -1.73489 0.985 -0.434 -0.348
O -0.78196 1.00901 -1.33636 0.200 -0.319 0.448
C -0.09017 1.79575 -2.34329 -0.051 -0.685 0.544
H -0.19405 0.65163 4.30026 0.231 0.186 -0.031
H 1.17951 0.14009 3.23084 -0.151 0.036 0.130
H -0.00691 -1.04941 3.85316 0.360 -0.100 0.289
H -2.37442 0.86653 3.36853 0.212 0.081 0.117
H -2.18713 -0.92063 3.12269 -0.526 0.015 0.275
H -2.78286 1.21943 0.95217 0.101 -0.033 0.099
H -3.72589 -0.21864 1.49458 -0.235 0.289 -0.346
H -3.60498 -0.75042 -1.07646 -0.177 0.060 0.211
H -2.10621 -1.47597 -1.54211 0.301 0.044 0.293
H -2.68419 1.59950 -1.63877 -0.644 -0.339 0.320
H -2.09608 0.36924 -2.78221 -0.160 0.217 -0.200
H 0.05434 1.15387 -3.21231 0.066 0.196 -0.121
H 0.86565 2.07577 -1.90046 -0.135 0.037 -0.177
H -0.69172 2.67494 -2.57404 0.051 0.029 -0.086
```
Positions in Å, forces in eV/Å.

Computed properties:
LUMO energy (spin up / spin down): -2.39 / -7.54 eV
Charge: +1
Spin multiplicity: 3
Highest occupied orbital energy (spin up / spin down): -14.04 / -14.02 eV
Orbital gap (spin up / spin down): 11.65 / 6.48 eV
<S²>: 2.007

***

# 4
This record from the Open Molecules 2025 dataset describes C12H23B2F13N2O14S4Zr as an isolated structure. The level of theory is ωB97M-V/def2-TZVPD.

Structure (XYZ):
```
71
Properties=species:S:1:pos:R:3:forces:R:3
Zr -1.70271 -0.68767 -1.34336 2.995 1.010 1.085
N -3.27130 0.19664 -2.34311 -3.840 1.712 -2.362
S -4.68324 0.82218 -1.78345 -3.730 1.208 4.968
O -5.91913 0.11964 -2.01832 2.133 0.353 -0.295
O -4.75128 2.25856 -1.83227 0.872 -1.420 -0.438
F -4.33204 0.45611 -0.27967 -0.052 0.366 -0.152
S -3.72994 0.47862 -3.94997 3.956 -2.358 -4.067
O -3.50009 1.79008 -4.44768 -1.115 -0.175 0.930
O -4.75127 -0.41906 -4.38323 0.506 1.319 0.591
F -2.37141 -0.23086 -4.42792 -0.303 -0.251 -0.121
N -2.19410 -2.46731 -0.33020 -3.287 -2.844 0.647
S -3.76054 -3.09854 0.08825 -5.047 3.024 -0.259
O -4.20508 -2.63308 1.37566 1.427 -0.984 -1.324
O -4.19136 -4.34153 -0.46325 1.598 0.538 0.597
F -4.49194 -2.04858 -0.89438 0.656 -0.354 -0.007
S -1.42905 -3.66749 0.37658 7.543 -2.976 1.651
O -1.32833 -4.93066 -0.32268 -1.168 2.131 0.473
O -1.39905 -3.67317 1.81107 -1.811 0.126 -0.949
F 0.00569 -2.99542 0.13869 -0.056 0.079 -0.599
B 0.31193 -0.97248 -2.34605 1.573 -0.166 -1.596
H -0.47559 -0.44302 -2.93837 -2.488 1.194 -2.031
H -0.13169 -1.92920 -1.99185 -1.508 -2.953 0.992
H 1.20894 -1.10270 -3.04327 1.102 -0.098 -0.304
H 0.38032 -0.28967 -1.46670 0.407 1.751 2.533
B -1.36766 0.50644 0.51405 0.255 1.438 1.917
H -0.47782 -0.14814 0.34343 2.086 -2.190 -0.428
H -1.43040 1.13225 -0.41558 -0.358 1.552 -2.460
H -2.32867 -0.04018 0.61058 -2.454 -1.722 0.336
H -1.16906 1.21052 1.39536 0.170 0.631 0.911
C 7.39398 -2.19589 -0.87906 -0.271 0.731 0.188
C 6.66156 -1.02001 -1.51920 0.313 -0.752 0.274
O 5.67511 -0.55271 -0.56557 0.533 0.939 -0.165
C 4.42773 -0.89660 -0.69454 -0.561 -1.346 -0.359
O 3.95779 -1.71384 -1.43622 0.109 0.220 -0.363
C 3.55136 -0.28708 0.39134 0.517 0.803 0.358
F 3.69243 -1.01894 1.50000 -0.247 -0.278 0.244
F 3.91340 0.96248 0.69873 0.114 0.263 0.011
F 2.28326 -0.24940 0.03248 -0.428 -0.287 -0.003
H 8.16413 -2.55137 -1.56006 0.111 -0.095 0.177
H 6.73141 -3.00486 -0.57801 -0.121 -0.045 -0.330
H 7.80992 -1.78394 0.04170 0.417 -0.317 -0.052
H 6.23423 -1.26982 -2.48756 -0.390 0.080 0.153
H 7.35131 -0.18779 -1.62894 -0.093 0.096 -0.065
C -2.71263 4.35023 -0.89514 -0.118 0.463 0.628
C -2.19853 4.35588 -2.32242 -0.919 -0.130 0.662
O -0.76652 4.20658 -2.26471 0.825 0.524 -0.437
C -0.25084 3.01137 -2.30290 -0.148 -0.149 -0.111
O -0.83440 1.95840 -2.29946 -0.319 -0.045 -0.304
C 1.29379 3.00452 -2.30616 0.123 -0.731 0.426
F 1.79975 4.20477 -2.52380 0.260 -0.115 -0.102
F 1.69807 2.54508 -1.10463 -0.067 0.458 0.078
F 1.77106 2.11069 -3.18838 -0.310 0.657 -0.174
H -2.37710 3.51074 -0.28655 -0.044 -0.151 -0.202
H -3.79107 4.45684 -0.78278 -0.060 -0.385 -0.501
H -2.35361 5.26622 -0.41588 0.345 -0.148 0.023
H -2.44342 5.34935 -2.69326 0.606 -0.073 -0.472
H -2.58032 3.60501 -3.01000 -0.224 -0.100 0.272
C 1.49624 1.10351 4.88610 -0.516 -0.923 0.560
C 1.02542 -0.01326 3.95271 -1.645 0.892 -0.394
O 0.57804 -1.16461 4.68704 0.451 -1.541 0.458
C -0.74111 -1.41046 4.83673 1.515 2.782 0.399
O -1.56639 -0.66071 4.41567 -1.055 -0.697 -0.239
C -0.96134 -2.47967 5.91463 -0.545 -0.579 -1.143
F -0.40797 -3.62166 5.48436 0.279 -0.074 0.546
F -0.46068 -2.10040 7.08158 0.407 -0.093 0.072
F -2.25775 -2.70021 6.08228 -0.235 0.037 0.045
H 0.73047 1.82103 5.18310 -0.135 0.144 -0.702
H 2.36032 1.58031 4.43397 0.124 0.178 0.456
H 1.66654 0.61576 5.85078 0.934 0.106 -0.129
H 1.78864 -0.29216 3.23256 0.078 -0.446 0.275
H 0.13357 0.30433 3.40715 0.328 0.189 -0.296
```
Positions in Å, forces in eV/Å.

Computed properties:
LUMO energy: -2.10 eV
Energy above the lowest of the compared OMol25 structures with the same formula, charge and spin: 0.000 eV
Highest occupied orbital energy: -11.17 eV
Orbital gap: 9.07 eV